1.
# C30H29FHoN3OS2

A structure of composition C30H29FHoN3OS2 in a non-equilibrium geometry (the ωB97M-V functional and the def2-TZVPD basis, OMol25).

XYZ file:
```
67
Properties=species:S:1:pos:R:3
Ho -1.034 0.503 -0.229
S -0.429 -0.987 -2.463
S -0.438 5.284 -0.888
F -5.706 -3.837 0.266
O 0.936 0.261 0.812
N 1.922 -1.533 1.733
N 2.964 -0.320 0.003
N -0.212 2.922 0.095
C 0.278 -4.339 -0.306
C 2.065 -4.145 -1.906
C -3.335 -1.236 -0.494
C -0.282 -3.160 -0.807
C -4.328 -2.184 -0.670
C 2.740 -2.712 1.535
C 1.919 -0.509 0.860
C 1.431 -4.843 -0.881
C 3.348 3.746 0.901
C 1.049 3.521 0.199
C 2.215 2.982 0.795
C -4.070 -2.777 1.666
C 1.524 -2.942 -2.362
C 2.790 0.487 -1.200
C -4.687 -2.919 0.429
C -2.853 2.053 -0.577
C 2.266 5.624 -0.172
C 0.793 -1.603 2.645
C -2.528 3.421 -0.624
C 3.392 5.063 0.383
C -2.614 -1.047 0.719
C -3.437 4.456 -0.863
C -4.236 1.810 -0.709
C -1.090 3.730 -0.451
C -3.009 -1.876 1.742
C 4.353 -0.637 0.312
C -4.763 4.151 -0.988
C 1.110 4.827 -0.263
C 0.352 -2.413 -1.795
C -5.178 2.812 -0.937
H -6.253 2.601 -0.987
H 2.247 6.635 -0.587
H -3.072 -0.696 -1.402
H -4.651 0.801 -0.671
H 2.923 -4.601 -2.385
H 3.117 -0.116 -2.047
H 2.153 -3.614 1.721
H 3.587 -2.711 2.237
H -5.488 4.943 -1.116
H 4.978 0.272 0.278
H 2.161 2.018 1.274
H -1.258 -2.845 -0.449
H 1.061 -2.380 3.365
H -3.106 5.469 -0.965
H -4.804 -2.344 -1.598
H 1.987 -2.405 -3.185
H 4.750 -1.271 -0.489
H 3.128 -2.778 0.525
H 3.356 1.421 -1.123
H 0.648 -0.684 3.221
H -4.402 -3.403 2.465
H 1.842 -5.823 -0.622
H 4.314 5.602 0.462
H 4.214 3.312 1.360
H 4.517 -1.113 1.274
H 1.736 0.758 -1.315
H -2.554 -1.850 2.702
H -0.245 -4.912 0.458
H -0.101 -1.921 2.093
```

HOMO level (spin up / spin down): -0.2764 / -0.2765 Ha
Kohn-Sham gap (spin up / spin down): 7.45 / 7.47 eV
2S+1: 5
DFT total energy: -3244.459760 Eh

Atomic partial charges in e from the natural (NBO) method, atoms 1 to 2: number 1, Ho, carries 1.88; number 2, S, carries -0.43

***

2.
# C30H29MgN4OPS2

A structure of composition C30H29MgN4OPS2 in a non-equilibrium geometry (the ωB97M-V functional and the def2-TZVPD basis, OMol25).

XYZ file:
```
68
Properties=species:S:1:pos:R:3
S 3.320 1.832 -1.206
S 1.667 -0.062 -2.663
P -0.263 -3.143 -2.233
Mg -0.579 -0.393 -1.821
O -2.382 -0.329 -2.067
N -0.560 1.649 -1.641
N -0.642 -0.311 5.673
N -0.424 -0.517 0.328
N 0.708 2.151 -1.336
C -4.640 0.280 -2.081
C -1.331 3.894 -1.107
C -3.274 0.618 -1.961
C -1.278 -4.670 -2.292
C 1.689 1.410 -1.732
C -5.308 2.575 -1.838
C 2.858 -3.433 0.449
C -5.633 1.229 -2.022
C 2.119 -3.222 -0.708
C -2.939 1.988 -1.720
C -1.581 -0.737 0.972
C 3.049 3.346 -0.223
C 2.928 3.049 1.248
C 1.561 2.735 3.218
C 0.140 -3.965 0.426
C -1.686 -0.679 2.347
C 1.680 3.036 1.865
C 2.689 2.434 3.967
C -0.596 -0.343 4.525
C 4.055 2.743 2.009
C 0.877 -4.173 1.583
C 0.940 -3.516 -3.566
C 2.240 -3.907 1.598
C 0.656 -0.160 2.424
C 0.667 -0.227 1.042
C 3.939 2.437 3.357
C 0.750 -3.491 -0.738
C -3.987 2.928 -1.690
C -0.541 -0.390 3.084
C -1.562 2.459 -1.502
H 0.386 -4.546 2.475
H -1.801 -4.706 -3.248
H 4.825 2.202 3.934
H 3.901 3.987 -0.444
H 2.618 -2.837 -1.587
H -2.441 -0.952 0.345
H -0.923 -4.178 0.433
H 1.473 -4.444 -3.357
H 0.583 2.735 3.687
H 0.797 3.262 1.278
H -6.671 0.933 -2.127
H -2.026 -4.678 -1.501
H -4.868 -0.768 -2.241
H -2.633 -0.844 2.841
H -0.634 -5.544 -2.194
H 2.816 -4.065 2.502
H -1.220 4.517 -1.999
H 2.597 2.205 5.022
H -3.751 3.976 -1.565
H 2.142 3.799 -0.615
H 1.653 -2.700 -3.679
H 1.582 -0.040 0.489
H 5.032 2.740 1.536
H -2.150 4.286 -0.510
H 0.393 -3.614 -4.505
H -6.081 3.331 -1.812
H 1.561 0.073 2.967
H -0.408 3.967 -0.545
H 3.920 -3.221 0.452
```

ΔE to the lowest compared entry with this formula, charge and spin: 0.0 kcal per mole
HOMO level: -0.2782 Ha
Kohn-Sham gap: 6.98 eV
2S+1: 1
DFT total energy: -2792.813081 Eh

Atomic partial charges in e from the natural (NBO) method, atoms 1 to 2: number 1, S, carries 0.28; number 2, S, carries -0.51

***

3.
# C30H29MoN4OS

A structure of composition C30H29MoN4OS in a non-equilibrium geometry (the ωB97M-V functional and the def2-TZVPD basis, OMol25).

XYZ file:
```
66
Properties=species:S:1:pos:R:3
Mo -0.259 -0.056 0.049
S -1.640 -1.796 -0.965
O -0.754 -1.262 1.704
N -1.155 -2.522 1.538
N -1.777 1.257 0.704
N 0.603 0.922 1.564
N 1.553 -1.124 0.285
C 3.615 -2.739 1.193
C -2.069 -4.246 0.207
C -1.366 2.202 1.588
C -2.184 3.261 1.952
C -3.920 2.306 0.623
C 1.684 0.355 2.151
C 1.604 1.997 3.887
C -1.620 -2.931 0.337
C -2.022 -5.106 1.281
C -3.473 3.325 1.451
C 2.868 1.557 -3.157
C 3.228 -1.621 1.914
C -1.497 1.593 -2.350
C 0.797 0.820 -1.987
C -1.730 0.622 -3.305
C 2.206 0.882 3.318
C -0.051 1.937 2.172
C -0.265 1.693 -1.669
C 2.265 1.212 -1.784
C -3.029 0.529 -4.044
C 2.197 -0.826 1.440
C 0.523 -0.185 -2.957
C 1.948 -2.194 -0.415
C -1.112 -3.345 2.606
C -0.687 -0.277 -3.594
C 0.450 2.516 3.328
C -3.042 1.300 0.267
C 2.485 2.390 -0.834
C -1.536 -4.642 2.505
C 2.969 -3.025 -0.001
H -4.933 2.287 0.249
H -2.858 0.433 -5.116
H -4.127 4.145 1.716
H -3.652 1.405 -3.872
H 4.407 -3.383 1.552
H -3.580 -0.360 -3.725
H -1.496 -5.288 3.370
H 3.852 2.005 -3.022
H 3.248 -3.876 -0.605
H 2.987 0.672 -3.780
H -2.259 2.340 -2.159
H 2.065 3.311 -1.240
H 3.556 2.551 -0.712
H 1.331 -0.839 -3.268
H -0.845 -1.036 -4.351
H 3.070 0.437 3.789
H -0.063 3.341 3.802
H 2.237 2.268 -3.693
H -1.817 4.029 2.618
H -0.055 2.620 -1.150
H -2.365 -6.126 1.170
H -2.450 -4.557 -0.755
H 1.414 -2.383 -1.337
H 3.718 -1.373 2.844
H -0.732 -2.900 3.513
H 2.063 2.218 0.155
H -3.347 0.500 -0.393
H 2.811 0.348 -1.395
H 2.013 2.434 4.787
```

ΔE to the lowest compared entry with this formula, charge and spin: 31.6 kcal per mole
HOMO level (spin up / spin down): -0.4816 / -0.4731 Ha
net charge: +2
Kohn-Sham gap (spin up / spin down): 5.95 / 5.83 eV
2S+1: 2
DFT total energy: -1920.768912 Eh

Atomic partial charges in e from the natural (NBO) method, atoms 1 to 2: number 1, Mo, carries 1.02; number 2, S, carries 0.04

***

4.
# C30H30As2CaF12

A structure of composition C30H30As2CaF12 in a non-equilibrium geometry (the ωB97M-V functional and the def2-TZVPD basis, OMol25).

XYZ file:
```
75
Properties=species:S:1:pos:R:3
As -11.724 16.608 17.396
As -6.907 16.672 14.470
Ca -9.088 18.106 16.383
F -6.829 18.331 15.371
F -7.219 15.250 13.702
F -12.256 15.132 16.683
F -11.048 17.271 15.766
F -7.717 16.197 16.017
F -12.227 16.146 19.000
F -8.667 17.194 14.035
F -11.091 18.283 17.913
F -5.389 16.221 15.082
F -13.209 17.449 17.008
F -10.162 16.011 17.715
F -6.244 17.395 13.025
C -11.025 20.233 15.551
C -7.722 17.289 9.184
C -8.987 20.155 14.261
C -8.415 18.345 19.437
C -5.942 21.844 12.332
C -5.494 16.942 8.326
C -8.094 23.415 11.820
C -7.338 23.764 12.944
C -9.063 21.281 16.381
C -7.769 22.408 10.938
C -6.528 19.450 18.525
C 0.054 15.824 15.866
C -6.224 22.949 13.147
C -0.335 16.073 14.561
C -1.630 14.201 16.136
C -6.147 15.765 10.263
C -7.390 16.345 10.151
C -6.733 17.593 8.232
C -5.876 18.267 18.261
C -10.422 20.929 16.540
C -2.077 14.430 14.854
C -6.517 17.058 18.538
C -6.735 21.561 11.263
C -8.355 20.914 15.230
C -0.586 14.889 16.665
C -1.442 15.391 14.018
C -7.780 19.539 19.110
C -7.806 17.128 19.084
C -5.211 16.000 9.278
C -10.321 19.783 14.403
H -10.856 19.152 13.645
H -8.354 16.230 19.389
H -8.110 16.212 10.959
H -2.166 13.497 16.721
H -4.904 18.286 17.780
H -6.896 18.409 7.495
H -8.260 20.471 19.274
H -5.139 21.200 12.637
H -7.618 24.611 13.580
H 0.303 16.746 13.976
H -5.932 15.037 11.045
H -8.392 19.754 13.479
H -8.996 24.000 11.678
H 0.932 16.317 16.261
H -10.949 21.097 17.456
H -1.760 15.569 13.049
H -4.200 15.567 9.238
H -6.627 20.650 10.652
H -2.939 13.922 14.446
H -0.141 14.593 17.608
H -8.685 17.791 9.221
H -8.417 22.225 10.062
H -6.045 20.399 18.329
H -4.684 17.135 7.632
H -6.158 16.074 18.233
H -12.111 20.060 15.638
H -7.371 21.292 15.070
H -8.618 21.747 17.218
H -5.502 23.131 13.913
H -9.397 18.362 19.980
```

HOMO level: -0.3380 Ha
Kohn-Sham gap: 9.07 eV
2S+1: 1
DFT total energy: -7509.076400 Eh

Atomic partial charges in e from the Mulliken method, atoms 1 to 2: number 1, As, carries 2.05; number 2, As, carries 2.09